[1]
A gas-phase ion, C24H15BF3N4O8S (charge -1) in a non-equilibrium geometry. Source: OMol25; level of theory: ωB97M-V/def2-TZVPD.

Structure (XYZ):
```
56
Properties=species:S:1:pos:R:3:forces:R:3
C -2.7691 2.3695 0.1617 -0.1 0.1 0.0
C -1.3980 1.9569 0.5904 0.7 1.4 1.9
C -0.7657 2.5639 1.6677 -2.4 -0.7 -0.8
C 0.6093 2.4806 1.8777 2.4 -1.1 -0.1
C 1.3739 1.5201 1.2324 1.7 5.8 2.5
B -2.5354 -1.1663 -0.4458 -1.4 -0.3 0.6
C 2.7884 1.7517 0.8668 0.7 0.8 0.4
C 3.1585 1.6492 -0.4842 0.0 -0.1 0.0
C 4.4943 1.6119 -0.8522 -0.2 0.0 0.2
C 5.4635 1.6946 0.1412 0.4 0.0 -0.1
C 6.9020 1.4469 -0.2228 0.2 -0.2 -0.1
F 7.6536 2.5896 -0.1233 -0.2 -0.8 -0.1
F 7.4836 0.5165 0.5974 -0.3 0.8 -0.6
F 7.0387 0.9825 -1.5017 0.1 0.4 1.0
C 5.1253 2.0040 1.4590 -0.3 0.2 -0.2
C 3.7784 2.1008 1.8048 -0.1 -0.5 -0.1
O -3.5001 -0.8811 0.5843 0.9 -0.1 -1.0
C -4.6988 -1.0676 -0.0318 -0.4 -0.5 -1.0
C -4.5045 -1.2623 -1.4195 -0.8 -0.3 1.0
C -5.5493 -1.6788 -2.2277 0.2 0.3 -0.1
C -6.7918 -1.9145 -1.6212 0.0 0.2 0.1
C -6.9761 -1.7328 -0.2490 0.1 0.2 -0.1
C -5.9225 -1.3054 0.5660 0.2 0.4 0.0
O -3.1712 -1.2270 -1.7145 0.8 0.2 0.8
S -0.5193 0.9020 -0.4140 0.4 -0.5 -1.4
H -3.0980 3.1992 0.7952 0.0 -0.1 -0.1
H -2.7563 2.7167 -0.8789 -0.1 -0.1 0.1
H -3.4860 1.5475 0.2540 0.1 0.2 -0.1
H -1.3748 3.2611 2.2403 0.2 -0.1 0.0
H 1.1110 3.1933 2.5310 -0.1 0.3 -0.5
H 2.3859 1.5636 -1.2515 0.2 -0.1 0.3
H 4.7717 1.4890 -1.8953 0.0 -0.1 0.2
H 5.9042 2.1622 2.2035 -0.2 -0.1 -0.2
H 3.4871 2.3501 2.8290 0.1 -0.3 -0.3
H -5.3792 -1.8298 -3.2917 -0.1 -0.1 0.2
H -7.6325 -2.2467 -2.2299 0.2 0.1 0.1
H -7.9474 -1.9166 0.2111 0.2 0.0 -0.2
H -6.0188 -1.1705 1.6396 -0.1 -0.1 -0.2
O -0.3985 -2.0247 -3.6478 0.7 0.2 0.7
N 0.5698 -1.5769 -3.0190 0.6 -0.1 -0.6
O 1.4951 -0.9239 -3.5592 -1.2 -0.6 0.3
C 0.7094 -1.7940 -1.6164 0.5 1.4 -1.0
C 1.8371 -1.2083 -1.0158 0.2 -0.9 -1.1
C 1.7519 -0.6920 0.2611 -0.6 0.0 1.9
N 2.5555 -1.2238 1.3058 0.7 0.4 -0.1
O 3.5456 -1.9332 1.0256 -1.0 0.5 0.2
O 2.2161 -0.9723 2.4887 0.4 -0.1 -1.0
C 0.7804 0.3818 0.7974 -3.7 -6.5 -2.3
C -1.3177 -2.0022 -0.0259 0.2 -0.9 1.4
N -1.3184 -2.6410 1.1867 0.4 0.3 -1.6
O -1.9594 -2.5431 2.2164 0.6 -0.4 -0.6
O -0.2365 -3.6157 1.1195 -1.2 -0.4 0.2
N 0.3503 -3.5892 -0.1028 -1.1 3.2 -0.4
C -0.2087 -2.5184 -0.7479 1.1 -1.8 1.3
H 2.7826 -1.1962 -1.5708 -0.1 -0.3 0.2
H 0.1105 -0.1511 1.5063 0.5 0.7 0.4
```
Forces are in eV/Å.

Computed properties:
highest occupied orbital energy = -4.917 eV
largest force on an atom = 7.822 eV Å⁻¹
E_LUMO = 2.014 eV
frontier orbital gap = 6.9315 eV
total charge = -1
DFT total energy = -67127.8783 eV

Atom charges from the Mulliken analysis, given in e for atoms 1 to 6: C -1.336; C 1.524; C -1.509; C -0.322; C 0.473; B 1.423

***

[2]
A molecular structure, C24H16BrClNO4Os. Source: OMol25; level of theory: ωB97M-V/def2-TZVPD.

Structure (XYZ):
```
48
Properties=species:S:1:pos:R:3:forces:R:3
Os 0.1271 0.0116 0.2002 0.0 -0.1 0.2
C -1.2998 1.9815 3.6810 0.1 0.1 -0.2
C -1.6524 0.9173 4.4947 0.0 0.1 0.1
C -1.5808 -0.3891 4.0347 0.1 -0.1 -0.3
C -1.1304 -0.6469 2.7457 0.0 0.2 0.0
C -0.7413 0.4411 1.9270 -0.1 -0.1 0.3
C -0.8429 1.7536 2.3880 0.0 0.0 0.1
C -1.1224 -1.9915 2.1369 -0.1 0.0 0.1
C -1.5754 -3.1417 2.8170 0.1 -0.1 -0.2
C -1.6450 -4.3268 2.1422 0.0 0.2 0.0
C -1.2897 -4.3857 0.7760 0.0 0.0 0.0
C -1.4026 -5.5717 0.0148 0.0 0.0 -0.1
C -1.0791 -5.5725 -1.3126 -0.1 0.0 0.1
C -0.6317 -4.3872 -1.9267 0.0 0.1 0.0
C -0.4995 -3.2255 -1.2162 0.0 -0.1 -0.1
C -0.8255 -3.2044 0.1559 0.1 -0.1 -0.1
N -0.7262 -2.0450 0.8717 -0.2 0.1 0.2
H -1.3820 2.9945 4.0498 0.0 0.0 0.0
H -2.0044 1.1058 5.4994 0.0 0.0 0.0
H -1.8921 -1.1896 4.6890 0.0 0.0 0.0
H -0.5721 2.5850 1.7500 0.0 0.0 0.0
H -1.8691 -3.0741 3.8520 0.0 0.0 0.0
H -1.9911 -5.2247 2.6368 0.0 0.0 0.0
H -1.7552 -6.4692 0.5050 0.0 0.0 0.0
H -1.1696 -6.4754 -1.8983 0.0 0.0 0.0
H -0.3882 -4.3939 -2.9806 0.0 0.0 0.0
H -0.1508 -2.3287 -1.7098 0.0 0.0 0.0
Br -7.6147 -2.0268 -1.0161 0.0 0.0 0.0
C -6.0203 -1.0278 -0.9495 0.1 0.0 0.0
C -6.0723 0.3188 -0.6074 0.0 -0.1 0.0
C -4.8989 1.0453 -0.5565 0.1 -0.1 0.0
C -3.6789 0.4278 -0.8411 -0.1 0.2 0.0
C -3.6433 -0.9190 -1.1906 0.0 0.1 0.0
C -4.8138 -1.6507 -1.2473 -0.2 0.0 0.0
C -2.4579 1.2532 -0.7431 0.3 -0.1 0.2
O -2.3844 2.4194 -0.5091 -0.1 -0.1 0.0
O -1.2869 0.5156 -0.9242 -0.2 -0.1 -0.3
H -7.0216 0.7855 -0.3870 0.0 0.0 0.0
H -4.9131 2.0942 -0.2951 0.0 0.0 0.0
H -2.7088 -1.3966 -1.4359 0.1 0.0 0.0
H -4.7976 -2.6948 -1.5261 0.0 0.0 0.0
Cl 4.9286 -0.7579 1.1141 0.0 0.0 0.0
C 3.8031 -1.5670 0.0294 -0.1 0.0 -0.1
C 2.4409 -0.9413 0.0474 0.2 -0.1 -0.2
O 1.6915 -0.9877 -0.9736 0.0 0.0 -0.1
O 1.9569 -0.3786 1.0817 0.0 0.0 0.3
H 3.6891 -2.6074 0.3430 0.0 0.0 0.0
H 4.1839 -1.5558 -0.9900 0.0 0.0 0.1
```
Forces are in eV/Å.

Computed properties:
highest occupied orbital energy (alpha / beta) = -11.740 / -11.737 eV
largest force on an atom = 0.401 eV Å⁻¹
⟨S²⟩ = 6.03
E_LUMO (alpha / beta) = -3.830 / -5.789 eV
frontier orbital gap (alpha / beta) = 7.9094 / 5.9488 eV
total charge = +1
DFT total energy = -119853.2101 eV
spin multiplicity = 5

Atom charges from the Mulliken analysis, given in e for atoms 1 to 6: Os 2.025; C -0.715; C -0.826; C -0.601; C 1.105; C -0.325